(1)
Entry from OMol25: an isolated molecule of C12H21N5O3 in a non-equilibrium geometry (ωB97M-V/def2-TZVPD).

## Properties
Relative energy (zero: lowest compared OMol25 entry of this formula, charge and spin) ... 91.8 kJ/mol
Highest occupied orbital energy ... -0.293 hartree
Kohn-Sham gap ... 8.6645 eV
SMILES string ... CCN(CC)CCN/N=C(\C)c1c(O)[nH]c(=O)[nH]c1=O
Total energy ... -26378.5007 eV

Structure (XYZ):
```
41
Properties=species:S:1:pos:R:3:nbo_charge:R:1
C -1.85 -1.77 1.51 -0.613
C -3.30 -1.29 1.51 -0.213
N -3.56 -0.41 0.38 -0.461
C -4.94 -0.44 -0.07 -0.211
C -5.22 -1.67 -0.93 -0.609
C -3.07 0.93 0.58 -0.242
C -2.66 1.57 -0.77 -0.230
N -1.37 2.20 -0.74 -0.432
N -0.35 1.33 -0.59 -0.340
C 0.81 1.64 -0.13 0.284
C 1.12 3.03 0.34 -0.708
C 1.81 0.57 -0.11 -0.396
C 1.48 -0.68 -0.60 0.633
O 0.31 -1.01 -1.08 -0.663
N 2.38 -1.70 -0.61 -0.615
C 3.68 -1.61 -0.16 0.789
O 4.46 -2.53 -0.18 -0.604
N 3.98 -0.37 0.32 -0.642
C 3.16 0.77 0.40 0.681
O 3.64 1.77 0.88 -0.624
H -1.61 -2.20 0.54 0.218
H -1.71 -2.54 2.27 0.209
H -1.16 -0.96 1.71 0.199
H -3.53 -0.80 2.47 0.165
H -3.95 -2.16 1.42 0.196
H -5.11 0.45 -0.68 0.191
H -5.65 -0.41 0.78 0.168
H -5.13 -2.59 -0.36 0.201
H -4.52 -1.71 -1.76 0.211
H -6.23 -1.62 -1.33 0.209
H -3.80 1.57 1.11 0.171
H -2.17 0.87 1.20 0.204
H -2.62 0.77 -1.51 0.212
H -3.39 2.32 -1.09 0.202
H -1.32 3.05 -0.18 0.354
H 1.02 3.73 -0.49 0.229
H 2.13 3.10 0.74 0.285
H 0.42 3.32 1.12 0.215
H -0.28 -0.17 -1.00 0.510
H 2.07 -2.60 -0.98 0.435
H 4.92 -0.23 0.67 0.432
```

=====

(2)
Entry from OMol25: a structure of composition C20H31I2N3O7PTa (ωB97M-V/def2-TZVPD).

## Properties
Total charge ... +2
Highest occupied orbital energy ... -0.571 hartree
Kohn-Sham gap ... 7.3773 eV
Total energy ... -67069.1931 eV

Structure (XYZ):
```
65
Properties=species:S:1:pos:R:3:nbo_charge:R:1
Ta -2.06 0.19 -0.47 1.942
I -2.40 2.03 -2.81 0.448
C -3.19 3.44 -1.41 -0.687
I -3.84 2.33 0.30 0.533
H -4.03 3.95 -1.86 0.268
H -2.40 4.11 -1.11 0.255
O -4.84 -0.32 1.92 -0.457
C -4.04 -0.99 1.37 0.812
O -2.69 -0.51 1.21 -0.787
C -4.08 -2.30 0.63 -0.218
C -4.11 -3.57 1.17 -0.077
C -3.56 -4.62 0.43 0.005
C -2.79 -4.41 -0.70 -0.127
C -2.77 -3.11 -1.19 -0.025
C -3.57 -2.10 -0.65 0.405
O -3.62 -0.91 -1.22 -0.752
N -1.67 -2.60 -1.95 0.558
O -1.19 -1.45 -1.59 -0.533
O -1.10 -3.23 -2.77 -0.163
N -3.61 -5.99 0.99 0.531
O -3.03 -6.85 0.38 -0.336
O -4.24 -6.13 2.02 -0.328
H -4.50 -3.78 2.16 0.289
H -2.20 -5.22 -1.12 0.297
C 0.33 3.32 1.15 -0.608
C 1.46 2.78 0.26 -0.338
C 2.81 3.15 0.89 -0.624
C 1.32 3.49 -1.09 -0.614
P 1.28 0.92 0.05 1.875
N -0.34 0.68 -0.17 -1.254
C 2.18 0.28 -1.46 -0.353
C 3.60 0.86 -1.56 -0.621
C 2.28 -1.25 -1.43 -0.615
C 1.37 0.63 -2.72 -0.616
C 1.70 -0.02 1.61 -0.343
C 1.11 0.70 2.83 -0.616
C 3.22 -0.18 1.80 -0.623
C 1.04 -1.41 1.57 -0.612
H 0.39 4.41 1.12 0.236
H 0.41 3.03 2.19 0.235
H -0.66 3.03 0.79 0.193
H 2.87 4.24 0.94 0.243
H 3.66 2.81 0.31 0.229
H 2.91 2.78 1.91 0.222
H 1.37 4.57 -0.90 0.241
H 0.36 3.28 -1.56 0.196
H 2.12 3.26 -1.79 0.226
H 4.19 0.68 -0.66 0.228
H 3.61 1.93 -1.77 0.219
H 4.10 0.36 -2.38 0.244
H 2.96 -1.62 -0.67 0.223
H 2.68 -1.56 -2.39 0.242
H 1.31 -1.72 -1.31 0.213
H 1.13 1.68 -2.83 0.219
H 0.46 0.04 -2.77 0.209
H 1.99 0.34 -3.58 0.245
H 1.62 1.63 3.06 0.219
H 1.24 0.04 3.69 0.244
H 0.04 0.88 2.72 0.217
H 3.75 0.77 1.82 0.226
H 3.67 -0.82 1.04 0.220
H 3.38 -0.67 2.76 0.245
H -0.05 -1.34 1.50 0.204
H 1.27 -1.91 2.51 0.243
H 1.40 -2.05 0.77 0.225
```

=====

(3)
Entry from OMol25: a cluster of 2 separate species, C2H5BrNO in total in a non-equilibrium geometry (ωB97M-V/def2-TZVPD).

## Properties
Relative energy (zero: lowest compared OMol25 entry of this formula, charge and spin) ... 303.4 kJ/mol
Total charge ... +1
Highest occupied orbital energy ... -0.490 hartree
Kohn-Sham gap ... 7.9517 eV
Total energy ... -75724.4159 eV

Structure (XYZ):
```
10
Properties=species:S:1:pos:R:3:nbo_charge:R:1
C -0.38 1.34 2.39 0.311
C -0.17 -1.40 -0.92 0.139
N 0.30 -1.08 -2.07 -0.640
O 0.13 2.47 2.62 -0.627
Br -0.05 0.93 0.48 -0.088
H -1.13 -1.17 -0.64 0.228
H 0.37 -2.19 -0.28 0.258
H 1.32 -0.98 -2.11 0.443
H -0.14 2.85 3.39 0.529
H -0.26 -0.78 -2.86 0.448
```

=====

(4)
Entry from OMol25: a cluster of 2 separate species, C3H4F2 in total in a non-equilibrium geometry (ωB97M-V/def2-TZVPD).

## Properties
Relative energy (zero: lowest compared OMol25 entry of this formula, charge and spin) ... 312.2 kJ/mol
Highest occupied orbital energy ... -0.363 hartree
Kohn-Sham gap ... 10.6640 eV
SMILES string ... FC1=CC1.F
Total energy ... -8606.8781 eV

Structure (XYZ):
```
9
Properties=species:S:1:pos:R:3:nbo_charge:R:1
F -0.20 -1.60 1.40 -0.287
C 0.03 -0.73 0.38 0.434
C -0.18 0.15 -0.58 -0.251
C 1.29 -0.36 -0.51 -0.450
H -0.85 0.69 -1.12 0.222
H 1.81 -0.88 -1.30 0.203
H 2.04 0.28 0.05 0.132
F 1.28 1.82 1.84 -0.564
H 1.93 1.10 1.60 0.560
```

=====

What did the third record say?
Entry from OMol25: a cluster of 2 separate species, C2H5BrNO in total in a non-equilibrium geometry (ωB97M-V/def2-TZVPD).

## Properties
Relative energy (zero: lowest compared OMol25 entry of this formula, charge and spin) ... 303.4 kJ/mol
Total charge ... +1
Highest occupied orbital energy ... -0.490 hartree
Kohn-Sham gap ... 7.9517 eV
Total energy ... -75724.4159 eV

Structure (XYZ):
```
10
Properties=species:S:1:pos:R:3:nbo_charge:R:1
C -0.38 1.34 2.39 0.311
C -0.17 -1.40 -0.92 0.139
N 0.30 -1.08 -2.07 -0.640
O 0.13 2.47 2.62 -0.627
Br -0.05 0.93 0.48 -0.088
H -1.13 -1.17 -0.64 0.228
H 0.37 -2.19 -0.28 0.258
H 1.32 -0.98 -2.11 0.443
H -0.14 2.85 3.39 0.529
H -0.26 -0.78 -2.86 0.448
```